No. 1
Below is a molecular structure, C32H29F2IrN8OS4, with properties calculated with the ωB97M-V functional and the def2-TZVPD basis.

Output
Expectation value of S²   0.76
HOMO-LUMO gap (alpha / beta)   6.115 / 4.885 eV
Total charge   +1
E_HOMO (alpha / beta)   -9.93 / -9.92 eV
Spin multiplicity   2
Largest force on an atom   2.1 eV/A
Relative energy (zero: lowest compared OMol25 entry of this formula, charge and spin)   0.000 eV

The geometry in XYZ format:
```
77
Properties=species:S:1:pos:R:3:forces:R:3
Ir 1.2370 -0.6623 -0.2327 1.0321 -1.8023 0.5535
N 2.9655 -0.1554 3.6820 -0.0365 -0.1507 -0.0384
C 2.6638 -0.5117 2.4257 0.4162 -0.0615 0.0351
S 0.9439 -0.6548 2.0493 -0.1521 0.8956 -0.5721
N 3.6575 -0.7835 1.6061 -0.3313 0.0926 0.0080
N 3.2066 -1.0308 0.3505 -0.0098 -0.4015 0.0133
C 3.9376 -1.6224 -0.5225 -0.0470 0.1008 -0.0337
C 3.2983 -1.8929 -1.8144 -0.0058 -0.0974 0.1515
C 3.9760 -2.4320 -2.8915 -0.0079 -0.0714 -0.0100
C 3.2789 -2.7040 -4.0602 0.0275 0.0034 0.0212
C 1.9232 -2.4337 -4.1195 -0.0441 -0.0384 0.0085
C 1.2959 -1.8894 -3.0112 0.0804 -0.0461 -0.0014
N 1.9689 -1.6288 -1.8915 0.2497 0.5087 -0.5439
H 2.2557 -0.1779 4.3935 -0.0076 0.0675 -0.0080
H 3.9304 -0.2101 3.9680 -0.0012 0.0039 0.0119
H 4.9445 -1.9519 -0.2934 0.0469 0.0917 -0.0591
H 5.0332 -2.6400 -2.8040 -0.0006 -0.0114 -0.0092
H 3.7909 -3.1281 -4.9131 0.0049 0.0059 -0.0008
H 1.3447 -2.6384 -5.0087 -0.0030 0.0014 0.0017
H 0.2393 -1.6610 -2.9990 0.0045 0.0475 -0.0191
F -4.1214 -0.9508 -0.9819 0.0002 -0.0236 0.0255
C -2.9618 -0.3621 -1.2836 -0.0166 0.0456 -0.0350
C -1.8138 -0.7655 -0.6257 -0.0259 0.0947 -0.1232
C -0.6037 -0.1610 -0.9352 -0.1113 -0.2698 0.0183
C -0.5754 0.8869 -1.8822 -0.0511 0.0299 0.0936
C -1.7619 1.2308 -2.5290 0.0491 0.0505 0.0783
F -1.7598 2.1953 -3.4670 -0.0253 0.0034 -0.0092
C -2.9648 0.6230 -2.2549 -0.0450 -0.0043 0.0174
C 0.7105 1.5609 -2.0544 0.0302 -0.0284 -0.1421
C 0.9276 2.7530 -2.7412 0.0160 -0.0251 -0.1028
C 2.1904 3.3068 -2.7664 0.0093 0.0109 0.0018
C 3.2313 2.6751 -2.1009 0.0377 -0.0515 -0.0573
C 2.9620 1.5055 -1.4305 -0.0347 -0.0021 -0.0712
N 1.7413 0.9559 -1.4182 -0.4997 0.7898 0.3790
H -1.8780 -1.5512 0.1096 -0.0402 0.0232 0.0452
H -3.8690 0.9161 -2.7679 -0.0032 -0.0224 -0.0067
H 0.1065 3.2403 -3.2389 0.0102 -0.0061 0.0154
H 2.3614 4.2332 -3.2985 -0.0020 0.0081 0.0149
H 4.2327 3.0796 -2.0922 -0.0002 0.0020 0.0072
H 3.7346 0.9901 -0.8836 -0.0006 0.0140 0.0868
S -3.4737 -5.0597 -2.3175 -0.0068 0.0207 -0.0319
C -2.3673 -4.5154 -1.2401 -0.0574 0.1102 0.0660
S -0.6892 -4.2581 -1.6506 0.0292 -0.0143 -0.0914
C -0.3776 -3.6241 -0.0677 0.0424 -0.1186 0.0376
N -1.4033 -3.6358 0.7047 0.0106 -0.1934 0.1423
N -2.5041 -4.1418 0.0748 0.0114 -0.0347 0.0024
C -3.7085 -4.1926 0.8582 0.0179 0.0252 -0.0162
C -3.9183 -3.2020 1.8097 -0.0273 0.0241 -0.0860
C -5.0620 -3.2361 2.5882 -0.0048 0.0047 0.0008
C -5.9909 -4.2541 2.4238 0.0011 0.0107 0.0012
C -5.7643 -5.2422 1.4797 0.0060 -0.0173 -0.0112
C -4.6213 -5.2225 0.6933 0.0275 -0.0430 0.0829
S 1.2010 -3.0673 0.4190 -0.5621 0.0123 0.0275
H -3.1887 -2.4169 1.9403 0.0186 0.0199 0.0075
H -5.2290 -2.4600 3.3232 0.0073 -0.0095 0.0101
H -6.8830 -4.2799 3.0348 -0.0074 0.0075 -0.0100
H -6.4780 -6.0446 1.3503 0.0050 -0.0060 0.0096
H -4.4421 -6.0062 -0.0241 -0.0035 0.0118 -0.0290
O 1.2153 2.1917 0.8946 0.0492 0.5171 0.2277
C 0.3288 3.0151 1.0273 -0.0639 -0.1168 -0.0274
C -0.7943 2.8668 2.0127 0.0539 0.0325 0.0515
C -0.2956 3.5865 3.2913 -0.0512 -0.0029 -0.0158
C 0.3172 4.9902 3.1190 0.0457 -0.0183 0.0038
C 1.6797 5.0428 2.3979 -0.0389 -0.0325 -0.0315
C 1.5825 5.0274 0.8597 -0.0333 -0.0294 0.0609
N 0.3970 4.2651 0.4342 0.0022 -0.0389 -0.1261
H -0.9863 1.8172 2.2281 -0.0377 -0.0059 -0.0528
H -1.7092 3.3312 1.6373 0.0034 0.0199 0.0187
H 0.4565 2.9454 3.7605 0.0012 0.0022 0.0033
H -1.1334 3.6539 3.9868 0.0126 -0.0102 0.0149
H 0.4593 5.3895 4.1244 -0.0117 0.0141 -0.0031
H -0.3998 5.6632 2.6358 -0.0031 0.0097 0.0131
H 2.2715 4.1832 2.7248 0.0205 0.0214 0.0171
H 2.2232 5.9353 2.7106 0.0175 -0.0087 -0.0018
H 2.4689 4.5713 0.4224 0.0064 0.0423 -0.0324
H 1.4829 6.0334 0.4544 0.0012 0.0056 0.0112
H -0.4440 4.7971 0.6075 0.0059 0.0112 0.0119
```
Forces are in eV/Å.

Atomic partial charges in e from the Löwdin method, atoms 1 to 5: atom 1 (Ir): 1.090, atom 2 (N): 0.116, atom 3 (C): -0.744, atom 4 (S): 0.696, atom 5 (N): 0.044

---

No. 2
Below is a molecular structure, C32H29GeN2ORe, with properties calculated with the ωB97M-V functional and the def2-TZVPD basis.

Output
Expectation value of S²   0.77
HOMO-LUMO gap (alpha / beta)   5.399 / 5.956 eV
Total charge   -1
E_HOMO (alpha / beta)   -2.54 / -3.10 eV
Spin multiplicity   2
Largest force on an atom   0.6 eV/A
Relative energy (zero: lowest compared OMol25 entry of this formula, charge and spin)   0.000 eV

The geometry in XYZ format:
```
66
Properties=species:S:1:pos:R:3:forces:R:3
Re 1.5982 -1.7251 -0.9839 0.1490 0.3878 0.3547
C 1.1153 -3.4178 2.0411 -0.0815 -0.1137 -0.0999
N 1.9311 -2.5498 1.2106 0.4261 0.1199 -0.1889
C 3.0211 -2.0924 1.7171 -0.0988 0.1335 0.1479
C 3.8370 -1.1981 0.9587 -0.1055 -0.2400 -0.0742
C 5.0669 -0.5873 1.1754 -0.0286 -0.0145 0.0040
C 5.3580 0.1178 -0.0060 0.0399 0.0410 0.0034
C 4.2971 -0.1044 -0.8796 -0.0669 -0.0704 0.1291
N 3.3758 -0.8999 -0.2951 -0.2354 0.2434 -0.2485
C -0.2239 -2.8197 2.4072 -0.0073 0.0369 0.0268
C -1.1233 -2.4044 1.4284 0.0070 -0.0200 -0.0101
C -2.3551 -1.8817 1.7881 0.0071 -0.0198 -0.0082
C -2.7113 -1.7721 3.1254 -0.0103 0.0108 0.0177
C -1.8192 -2.1749 4.1062 0.0028 0.0074 0.0055
C -0.5807 -2.6897 3.7445 0.0049 -0.0337 -0.0047
H 1.6444 -3.6675 2.9706 0.0213 -0.0151 -0.0467
H 0.9612 -4.3493 1.4873 -0.0408 0.0234 -0.0028
H 3.3272 -2.3556 2.7338 -0.0483 -0.0144 0.0091
H 5.6682 -0.6587 2.0686 0.0206 0.0086 0.0021
H 6.2292 0.7213 -0.2076 0.0154 -0.0091 0.0116
H 4.1335 0.2649 -1.8790 0.0019 0.0290 -0.0067
H -0.8266 -2.4504 0.3864 -0.0235 -0.0151 0.0294
H -3.0375 -1.5405 1.0195 -0.0064 -0.0006 0.0085
H -3.6707 -1.3516 3.3988 -0.0037 0.0025 0.0027
H -2.0784 -2.0772 5.1536 -0.0044 -0.0026 0.0008
H 0.1196 -2.9993 4.5133 0.0014 0.0060 0.0090
C 0.4829 -0.3527 -1.0513 0.2357 -0.4802 -0.2388
Ge -0.7035 1.1249 -1.0411 0.0974 0.0124 0.0951
C -2.1936 0.9790 -2.3178 0.1095 -0.1394 -0.0061
C -2.3731 1.7915 -3.4330 0.0327 0.0964 -0.0474
C -3.4046 1.5598 -4.3357 -0.0256 -0.0098 0.0051
C -4.2781 0.5011 -4.1384 0.0098 0.0084 0.0035
C -4.1065 -0.3297 -3.0387 -0.0202 -0.0042 -0.0116
C -3.0718 -0.0927 -2.1469 -0.0485 0.0045 0.0340
C -1.5106 1.3340 0.7476 -0.0640 0.0248 -0.1006
C -0.6709 1.3040 1.8604 0.0606 -0.0700 0.0327
C -1.1724 1.4794 3.1410 -0.0112 -0.0026 0.0040
C -2.5326 1.6851 3.3331 -0.0126 -0.0091 -0.0049
C -3.3838 1.7064 2.2385 0.0014 0.0168 0.0151
C -2.8727 1.5326 0.9570 0.0004 0.0819 -0.0202
C 0.3926 2.7355 -1.3278 -0.0297 -0.1022 -0.0786
C -0.0689 3.9509 -1.8278 -0.0915 0.0828 0.1338
C 0.7844 5.0385 -1.9688 0.0066 0.0034 -0.0049
C 2.1187 4.9257 -1.6039 0.0074 -0.0014 -0.0002
C 2.5940 3.7214 -1.1019 -0.0119 0.0161 -0.0110
C 1.7386 2.6358 -0.9712 0.0731 -0.0420 -0.1063
H -1.6922 2.6135 -3.6219 0.0066 -0.0414 0.0089
H -3.5185 2.2045 -5.1990 -0.0061 0.0014 -0.0042
H -5.0800 0.3160 -4.8427 -0.0047 0.0014 -0.0003
H -4.7723 -1.1700 -2.8826 -0.0032 -0.0033 -0.0035
H -2.9365 -0.7655 -1.3057 0.0128 0.0034 -0.0007
H 0.3906 1.1211 1.7249 0.0018 -0.0083 -0.0224
H -0.5024 1.4442 3.9917 -0.0006 -0.0014 0.0079
H -2.9274 1.8158 4.3338 -0.0025 0.0011 0.0020
H -4.4478 1.8596 2.3793 -0.0044 0.0012 0.0072
H -3.5502 1.5593 0.1098 0.0003 -0.0047 -0.0054
H -1.1147 4.0718 -2.0913 0.0221 -0.0115 0.0066
H 0.4054 5.9744 -2.3630 0.0042 0.0053 0.0057
H 2.7859 5.7725 -1.7138 -0.0014 -0.0003 -0.0006
H 3.6359 3.6173 -0.8230 0.0015 0.0033 0.0088
H 2.1276 1.6829 -0.6242 -0.0319 0.0092 0.0296
C 2.4463 -4.5595 -2.4634 -0.1004 -0.0224 -0.2608
O 1.9140 -3.5290 -1.7286 -0.1393 0.0886 0.4407
H 1.7024 -5.0060 -3.1414 0.0285 0.0089 0.0230
H 2.8179 -5.3664 -1.8118 -0.0132 0.0257 -0.0187
H 3.2907 -4.2235 -3.0840 -0.0251 -0.0237 0.0117
```
Forces are in eV/Å.

Atomic partial charges in e from the natural (NBO) method, atoms 1 to 5: atom 1 (Re): 0.917, atom 2 (C): -0.256, atom 3 (N): -0.475, atom 4 (C): 0.153, atom 5 (C): -0.028